Molecular formula: C30H49LaO5Si2
Method: DFT, wB97M-V/def2-TZVPD

Geometry (Å):
C1 0.5570 -0.3192 -6.0038
C2 0.3365 -0.9380 -4.5960
C3 0.0936 1.1402 -5.9475
C4 -0.7917 1.3283 -4.6653
H1 -0.5147 1.3662 -6.8282
H2 0.9662 1.8036 -5.9513
C5 -0.9453 -0.2520 -4.1678
H3 1.1960 -0.6921 -3.9540
H4 0.2291 -2.0322 -4.6679
C6 -1.6717 -0.6178 -2.8535
H5 -1.6634 -0.6169 -4.9355
H6 -1.8398 1.5710 -4.9410
C7 -0.2970 2.5208 -3.9515
C8 1.9801 -0.4746 -6.4944
C9 -0.2035 -1.0184 -7.1450
O1 -0.7371 -0.4376 -8.0797
O2 2.9429 -0.5580 -5.7447
O3 2.0694 -0.5486 -7.8307
O4 -0.2352 -2.3522 -7.0587
C10 -0.8515 -2.9703 -8.1981
H7 -0.7486 -4.0404 -8.0335
H8 -0.3497 -2.6647 -9.1211
H9 -1.9037 -2.6790 -8.2650
C11 3.3806 -0.8622 -8.2927
H10 4.1102 -0.1465 -7.8991
H11 3.3084 -0.8120 -9.3791
H12 3.6434 -1.8710 -7.9557
O5 -1.1029 -1.6302 -1.9859
H13 -2.6464 -1.0229 -3.1643
H14 -1.8886 0.3324 -2.2923
C12 -1.2453 3.4915 -3.3669
C13 1.1413 2.6415 -3.6462
H15 1.6751 3.2582 -4.3856
H16 1.6953 1.6909 -3.5925
H17 1.2969 3.1406 -2.6799
H18 -0.8228 3.9546 -2.4606
H19 -2.2032 3.0177 -3.0916
H20 -1.4759 4.3100 -4.0699
La1 -0.4196 -0.7514 -0.2180
C14 -2.0115 0.3927 1.8205
C15 -2.9645 0.0508 0.8112
C16 -3.0038 -1.3789 0.7015
H21 -3.6132 0.7676 0.2993
C17 -2.0912 -1.9247 1.6599
C18 -1.4946 -0.8276 2.3571
H22 -0.8095 -0.9028 3.1995
H23 -1.7764 1.4058 2.1760
H24 -3.6555 -1.9582 0.0391
H25 -1.8781 -2.9830 1.8429
C19 1.7457 0.8369 0.6778
C20 1.5342 -0.1959 1.6397
C21 1.8648 -1.4510 1.0409
H26 1.2180 -0.0455 2.6730
C22 2.3397 -1.1893 -0.2839
C23 2.2630 0.2212 -0.5057
H27 2.6597 0.7601 -1.3709
H28 1.6375 1.9136 0.8476
H29 1.7821 -2.4320 1.5111
H30 2.7489 -1.9352 -0.9760
C24 -2.0522 1.3274 7.9681
Si1 -1.7494 0.1213 6.5397
C25 -1.7993 -1.6422 7.2361
C26 -3.2274 0.2874 5.3742
C27 -0.1324 0.4615 5.6835
Si2 1.5573 0.3607 6.4538
C28 1.8742 -1.3402 7.2187
C29 2.9208 0.6746 5.1714
C30 1.7690 1.6431 7.8282
H31 -2.9775 1.0455 8.4929
H32 -2.1778 2.3586 7.6060
H33 -1.2354 1.3296 8.7027
H34 -2.7914 -1.8611 7.6610
H35 -1.6163 -2.3689 6.4309
H36 -1.0555 -1.8184 8.0253
H37 -3.2869 1.2936 4.9379
H38 -3.1921 -0.4318 4.5458
H39 -4.1647 0.1123 5.9246
H40 -0.2229 1.1671 4.8338
H41 2.6371 -1.8528 6.6160
H42 2.2643 -1.2509 8.2435
H43 0.9840 -1.9800 7.2484
H44 2.6512 1.5177 4.5210
H45 3.8889 0.9183 5.6378
H46 3.0832 -0.2033 4.5301
H47 2.3877 2.4693 7.4505
H48 0.8192 2.0694 8.1753
H49 2.2850 1.2084 8.6966

Force components x, y, z for each atom (eV/Å):
0.06 -0.88 -1.04
0.15 -0.01 0.04
-0.43 0.08 -0.04
-0.13 0.48 -0.12
0.38 0.00 0.08
-0.29 -0.07 0.25
-0.63 0.08 -0.77
-0.21 -0.09 -0.22
0.21 0.36 0.16
0.15 -0.78 0.05
0.12 0.12 0.13
0.35 -0.19 -0.23
-0.42 -2.04 1.03
0.84 0.03 2.15
-1.49 1.12 -0.56
0.50 -0.76 0.94
-0.77 0.10 -1.27
0.54 0.02 -0.03
0.09 -0.39 -0.28
0.02 -0.01 0.16
-0.05 0.01 -0.03
-0.04 -0.05 0.16
0.16 -0.08 0.02
0.02 0.03 -0.08
-0.12 -0.17 -0.15
0.17 -0.04 0.09
0.10 0.18 -0.12
-0.68 -0.12 -3.23
-0.01 0.36 0.30
0.29 -0.17 0.04
-0.15 -0.03 0.09
0.37 0.18 0.18
0.64 0.29 -0.21
-0.10 0.10 -0.04
0.16 0.02 0.08
-0.22 0.09 0.01
0.06 0.29 0.01
-0.33 0.53 0.08
0.02 1.58 1.31
-0.16 -0.71 0.24
0.10 -0.67 0.27
-0.26 0.41 0.37
0.36 -0.38 -0.01
-0.12 0.86 -0.05
-0.48 0.14 -0.11
-0.12 0.09 -0.16
-0.10 -0.63 -0.18
0.37 0.32 0.21
-0.19 0.43 -0.08
0.50 -0.78 0.28
0.70 0.16 -0.03
0.35 0.67 0.00
-0.05 -0.08 -0.38
0.18 0.52 0.13
0.24 -0.43 0.27
-0.43 -0.28 0.20
-0.03 -0.54 -0.10
0.11 0.32 -0.05
-0.31 0.41 0.25
-0.59 -0.03 0.47
2.24 0.41 -1.27
-0.36 -0.21 0.26
-0.36 -0.03 0.08
0.07 -0.31 0.41
-2.43 0.15 -1.22
0.36 -0.29 0.33
0.33 0.04 0.05
0.54 0.26 0.52
0.02 0.15 0.14
0.09 -0.26 -0.03
-0.13 -0.08 -0.20
0.13 -0.03 0.01
0.00 0.24 0.14
-0.13 0.10 -0.15
0.07 -0.16 0.06
0.09 0.14 0.16
0.07 0.05 -0.08
0.07 -0.22 0.31
-0.12 -0.03 0.13
0.00 -0.11 -0.13
0.17 0.25 -0.10
0.00 -0.15 0.11
-0.14 -0.04 -0.05
-0.12 0.18 0.11
-0.08 -0.01 0.13
0.20 -0.21 -0.21
0.05 0.19 0.01

## Properties
HOMO energy   0.02479 Ha
Charge   -2
Calculated total energy   -2159.2588 hartree
Gap between HOMO and LUMO   3.07 eV
Multiplicity   1

=====

Molecular formula: C30H49NO21PS
Method: DFT, wB97M-V/def2-TZVPD

Geometry (Å):
C1 4.8774 -1.0218 4.5255
C2 5.4143 -2.0954 3.9003
C3 4.5534 -2.9746 3.0142
S1 2.9479 -3.2598 3.8480
C4 1.7207 -2.3139 2.9165
C5 0.7211 -1.7409 3.9244
C6 -0.7507 -1.8831 3.5891
O1 -0.0297 -0.6591 3.4963
P1 2.3315 -5.3484 3.7027
N1 1.3390 -5.5996 4.8355
O2 1.7135 -5.6439 2.2749
O3 3.6721 -6.1345 3.7456
H1 4.9188 -0.8533 5.5954
H2 4.3118 -0.2977 3.9347
H3 6.4737 -2.3305 3.9529
H4 5.0183 -3.9362 2.8195
H5 4.3013 -2.4379 2.0941
H6 1.1795 -2.9662 2.2371
H7 2.2272 -1.4898 2.4172
H8 1.0067 -1.8033 4.9720
H9 -0.8054 -2.4577 2.6771
H10 -1.1558 -2.1466 4.5565
H11 1.0956 -4.8444 5.4593
H12 0.7533 -5.5460 2.3799
H13 3.6680 -6.7111 4.5658
C7 -2.8476 -4.2152 -1.3015
C8 -2.1532 -4.9241 -0.1704
C9 -2.6352 -6.3277 0.1305
O4 -2.3329 -6.4574 1.5328
C10 -2.3580 -5.2218 2.0699
O5 -2.3355 -4.9797 3.2370
O6 -2.4149 -4.2785 1.1003
H14 -2.5632 -3.1649 -1.3396
H15 -2.5870 -4.6800 -2.2521
H16 -3.9297 -4.2531 -1.1724
H17 -1.0685 -4.9173 -0.3240
H18 -2.1243 -7.0994 -0.4378
H19 -3.7139 -6.4320 0.0030
C11 -1.1767 2.3456 0.8314
C12 -2.2787 1.4757 0.2918
C13 -2.5043 0.1775 1.0309
O7 -3.0517 -0.6619 0.0043
C14 -2.5758 -0.2112 -1.1836
O8 -2.6844 -0.8009 -2.2113
O9 -1.9559 0.9757 -1.0283
H20 -0.9738 3.1650 0.1432
H21 -1.4636 2.7618 1.7964
H22 -0.2532 1.7756 0.9499
H23 -3.2012 2.0493 0.2164
H24 -3.1998 0.2699 1.8612
H25 -1.5755 -0.2786 1.3814
C15 7.6096 -9.5159 3.4923
C16 7.2317 -8.5923 4.6173
C17 7.2305 -9.2017 6.0036
O10 6.2519 -8.3891 6.6809
C18 5.4042 -7.9307 5.7582
O11 4.3668 -7.3781 6.0203
O12 5.8445 -8.1713 4.5160
H26 7.4175 -9.0437 2.5300
H27 8.6677 -9.7672 3.5534
H28 7.0239 -10.4348 3.5304
H29 7.8467 -7.6891 4.5950
H30 8.1873 -9.1430 6.5129
H31 6.8768 -10.2340 6.0050
C19 -8.5807 4.0699 -1.3940
C20 -7.2756 3.3522 -1.1824
C21 -7.0034 2.8811 0.2310
O13 -5.5655 2.8831 0.2723
C22 -5.1357 3.8051 -0.6219
O14 -4.0069 4.1793 -0.7082
O15 -6.1499 4.2360 -1.3893
H32 -8.6119 4.5159 -2.3868
H33 -9.4133 3.3738 -1.2969
H34 -8.7037 4.8741 -0.6679
H35 -7.1748 2.5248 -1.8899
H36 -7.3864 1.8875 0.4453
H37 -7.3694 3.5857 0.9805
C23 -2.2603 4.8966 -3.4610
C24 -0.7724 5.0815 -3.5631
C25 -0.2063 6.2645 -2.8065
O16 0.9716 6.5704 -3.5661
C26 0.7573 6.1541 -4.8363
O17 1.4617 6.4177 -5.7581
O18 -0.3652 5.4092 -4.9098
H38 -2.5981 4.1362 -4.1646
H39 -2.5388 4.5899 -2.4549
H40 -2.7867 5.8209 -3.7038
H41 -0.2542 4.1599 -3.2815
H42 0.0576 6.0424 -1.7761
H43 -0.8722 7.1298 -2.8352
C27 2.0893 9.3952 -6.9563
C28 0.7051 9.6293 -7.4912
C29 0.4465 9.1119 -8.8893
O19 -0.5904 9.9892 -9.3469
C30 -0.4610 11.1632 -8.6793
O20 -1.0490 12.1591 -8.9451
O21 0.4338 11.0350 -7.6714
H44 2.2372 9.9396 -6.0240
H45 2.2383 8.3335 -6.7697
H46 2.8470 9.7468 -7.6588
H47 -0.0420 9.2385 -6.7936
H48 0.1086 8.0796 -8.9179
H49 1.3158 9.2319 -9.5402

Force components x, y, z for each atom (eV/Å):
-0.07 -0.09 -0.39
-0.11 0.15 0.11
0.35 1.44 -0.97
0.63 -0.04 -0.02
-0.48 0.43 0.60
-0.34 -0.86 -0.51
2.95 -1.00 1.17
-0.35 0.56 -0.04
-1.14 -1.26 0.93
0.10 0.80 -0.31
0.49 0.50 -0.17
-0.18 0.41 -0.53
1.53 0.90 -0.20
-1.42 -0.80 0.38
-0.29 -1.02 1.27
-0.07 -0.04 -0.11
-0.02 -0.46 -0.27
0.41 0.02 -0.39
0.19 -0.19 -0.19
0.05 0.40 -0.02
-1.19 0.14 -0.05
-1.53 0.39 -0.51
-0.12 -0.29 0.30
-0.09 -0.22 -0.12
0.63 0.02 0.32
-0.15 0.16 0.17
-0.19 -0.01 -0.22
0.05 -0.05 -0.05
0.04 -0.01 -0.05
-0.27 0.17 -0.01
0.27 0.00 -0.02
0.25 -0.05 0.03
0.06 -0.02 -0.07
0.01 -0.02 0.01
0.00 -0.05 -0.01
0.01 -0.01 0.05
0.08 -0.05 0.14
-0.01 0.06 -0.05
0.26 -0.07 -0.23
0.21 0.10 0.20
-0.14 -0.03 0.11
0.03 0.00 0.01
0.03 0.02 -0.02
0.02 -0.04 -0.02
-0.14 0.00 0.01
-0.11 0.07 0.05
-0.03 0.01 -0.01
-0.03 -0.03 0.05
-0.03 -0.05 -0.05
-0.12 -0.11 -0.08
0.07 0.14 0.02
-0.30 -0.07 -0.11
0.18 -0.24 -0.07
0.10 0.00 -0.01
-0.02 -0.02 0.01
0.02 -0.18 0.20
-0.13 0.11 -0.45
0.04 0.17 0.04
0.09 0.05 0.01
0.01 0.02 0.02
0.03 -0.02 0.05
-0.06 0.04 0.03
-0.06 0.14 0.11
0.00 -0.01 -0.06
0.09 0.28 0.00
-0.24 0.02 0.06
-0.03 -0.09 -0.01
-0.03 0.02 0.02
-0.02 0.12 -0.06
0.03 -0.09 0.12
0.02 -0.12 -0.04
-0.02 -0.09 -0.04
0.01 -0.02 0.00
0.00 -0.03 0.04
0.06 0.00 0.01
0.15 -0.06 -0.01
-0.05 0.03 -0.04
-0.10 0.08 -0.29
-0.22 0.03 0.10
0.04 -0.04 0.07
-0.04 0.02 0.02
-0.02 0.02 -0.04
-0.02 -0.04 -0.02
0.09 -0.07 0.06
0.05 -0.08 0.06
0.00 0.01 0.01
0.04 0.04 0.04
0.05 0.02 -0.02
0.14 0.01 -0.03
-0.06 -0.04 -0.01
0.23 0.24 -0.05
0.21 -0.08 0.01
-0.07 -0.09 0.01
0.05 -0.01 -0.01
0.02 0.03 0.00
-0.02 0.03 -0.01
-0.11 -0.06 0.02
-0.07 -0.07 0.05
-0.01 0.02 0.03
-0.06 0.00 -0.07
-0.04 0.00 -0.03
-0.13 0.04 -0.03
0.05 0.00 0.06

## Properties
HOMO energy   -0.41683 Ha
Charge   +1
Calculated total energy   -3546.6475 hartree
Gap between HOMO and LUMO   7.81 eV
Multiplicity   1